[1]
The following is a quantum chemistry calculation of the ion C7H17NP with charge +1 in a non-equilibrium geometry, from the OMol25 dataset.

Output
**Spin multiplicity**: 3
**<S²>**: 2.005
**Total charge**: +1
**Gap between HOMO and LUMO (alpha / beta)**: 6.0 / 8.1 eV
**Energy relative to the best compared isomer or geometry (same formula, charge and spin)**: 24.4 kcal per mole

Positions of all 26 atoms, in Å:
C1 -0.628 1.135 1.122
H1 -1.947 -1.199 -0.879
N1 -0.114 0.230 3.234
C2 0.501 -0.232 4.238
H2 1.556 -0.441 4.432
H3 -0.646 -1.541 0.206
C3 0.523 0.682 2.047
H4 1.990 0.102 -2.090
H5 0.147 2.170 -1.202
C4 -0.879 -1.444 -0.859
C5 -0.051 -0.350 -1.565
H6 -0.131 -0.448 5.097
H7 -1.642 0.063 -3.121
H8 -0.773 -2.321 -1.402
H9 -1.496 0.780 1.670
H10 1.651 -1.685 -1.710
H11 0.165 0.702 -3.438
H12 -0.366 -0.859 -3.827
H13 1.407 1.346 2.186
H14 -1.846 1.385 -1.280
H15 -0.763 2.173 1.169
H16 1.025 -0.166 1.521
H17 1.948 -0.439 -0.438
C6 1.475 -0.643 -1.399
P1 -0.601 1.080 -0.667
C7 -0.504 -0.080 -3.045

Atomic forces in eV per Å
C 0.263 0.085 0.508
H -0.074 -0.010 -0.159
N 1.032 0.882 -4.139
C 0.436 -1.755 5.072
H -0.137 -0.032 -0.874
H 0.362 -0.307 -0.239
C 0.132 -0.243 -1.517
H -0.292 -1.261 0.561
H -0.133 -0.251 0.700
C -0.789 1.640 0.572
C -0.048 -1.269 0.276
H 0.160 0.238 0.353
H 1.728 0.526 0.212
H 0.321 -1.935 -0.643
H -0.579 -0.541 -0.999
H 0.161 0.514 0.070
H -0.902 0.397 0.063
H 0.341 -0.310 1.155
H -0.976 0.473 0.182
H 0.168 -0.128 0.835
H -0.081 2.008 0.597
H -0.416 -0.290 0.623
H -0.523 -0.288 0.229
C 0.055 1.495 -1.739
P 0.309 0.838 -1.363
C -0.520 -0.475 -0.337

***

[2]
The following is a quantum chemistry calculation of a cluster of 2 separate species, C7H17NSi2 in total in a non-equilibrium geometry, from the OMol25 dataset.

Output
**Total charge**: 0
**Gap between HOMO and LUMO**: 7.8 eV
**Energy relative to the best compared isomer or geometry (same formula, charge and spin)**: 4.8 kcal per mole

Positions of all 27 atoms, in Å:
Si1 1.644 2.110 0.908
H1 1.868 4.519 1.150
H2 -3.296 -2.423 -0.323
C1 -0.836 1.547 -2.537
C2 -0.708 0.381 -2.015
H3 -0.565 2.422 -2.077
H4 2.038 1.594 3.313
H5 -2.708 -0.884 0.505
H6 -2.654 -2.461 1.232
H7 -1.411 -4.449 -1.003
C3 -1.036 -3.623 -1.721
H8 1.002 -1.382 1.031
Si2 -0.947 -2.084 -0.649
H9 1.896 4.270 -0.618
H10 -0.014 -3.881 -2.049
C4 0.461 -2.231 0.621
N1 -0.536 -0.721 -1.606
C5 2.330 3.940 0.325
H11 0.736 2.634 3.267
H12 3.415 4.110 0.386
H13 -0.130 -2.520 1.589
H14 -1.278 1.765 -3.625
C6 1.719 2.566 2.809
H15 1.019 -3.088 0.363
H16 -1.796 -3.613 -2.550
H17 2.350 3.475 3.022
C7 -2.562 -1.970 0.253

Atomic forces in eV per Å
Si 0.552 1.745 0.355
H 0.279 0.127 -0.528
H -1.815 -0.201 -1.297
C -1.869 1.175 -4.390
C -0.028 -0.816 -0.062
H 0.757 1.719 1.360
H 0.344 1.269 -0.385
H -0.457 -0.889 -0.572
H 0.593 -0.101 -0.250
H 0.719 1.089 -1.020
C -0.674 -0.971 0.775
H 0.374 0.126 -0.862
Si 0.709 -0.570 0.846
H 0.318 -0.062 -0.134
H -0.611 -0.097 -0.211
C -2.937 0.057 2.223
N 0.085 -0.656 0.033
C -1.009 -1.061 1.167
H -0.417 0.521 -0.180
H -0.304 -0.197 -0.169
H 0.892 0.040 -1.561
H 0.951 -1.086 2.599
C 0.800 -1.208 -0.267
H 1.264 -0.772 -0.127
H 0.975 0.191 0.626
H -0.586 -1.139 0.137
C 1.095 1.769 1.894

***

[3]
The following is a quantum chemistry calculation of a cluster of 3 separate species, C7H17PS2 in total in a non-equilibrium geometry, from the OMol25 dataset.

Output
**SMILES**: CCP=S.C=CC.CCS
**Total charge**: 0
**Gap between HOMO and LUMO**: 7.5 eV
**Energy relative to the best compared isomer or geometry (same formula, charge and spin)**: 65.8 kcal per mole

Positions of all 27 atoms, in Å:
H1 -0.598 -1.590 -4.021
C1 -0.721 -0.698 -3.404
H2 -4.144 -0.971 -1.980
H3 -1.379 2.971 0.619
H4 -2.692 -2.004 -1.596
C2 -0.591 1.630 2.142
H5 0.235 2.290 2.348
C3 -2.991 -1.208 -2.210
P1 -0.155 0.541 0.673
H6 2.163 -1.137 -0.306
H7 -0.494 0.207 -3.943
H8 -2.739 0.095 -3.665
S1 0.823 1.725 -0.500
C4 -1.762 2.455 1.583
H9 -1.900 3.177 2.354
S2 2.239 0.008 2.998
H10 1.595 -2.165 1.065
H11 3.618 0.306 1.130
C5 3.294 -0.607 1.630
H12 -2.538 1.829 1.151
C6 -2.244 -0.642 -3.091
H13 -0.706 1.084 3.032
H14 -0.198 -0.835 -2.440
H15 3.118 -2.441 0.247
H16 4.157 -1.090 2.029
H17 2.083 -1.329 3.504
C7 2.527 -1.603 0.649

Atomic forces in eV per Å
H 0.502 0.171 -0.140
C -2.106 -1.306 1.218
H 2.712 -0.237 -1.110
H -0.415 -0.386 1.793
H 0.821 -0.917 0.952
C 0.676 0.167 -2.436
H 0.436 0.329 -0.180
C -4.054 -0.667 2.011
P 0.422 0.416 0.626
H 0.262 0.101 1.111
H 0.550 0.105 0.037
H -0.451 0.857 -0.737
S -0.053 -0.336 0.054
C 1.960 0.149 -1.903
H -1.448 0.633 0.184
S 0.101 -2.472 0.348
H 1.601 1.357 -0.170
H -0.039 -0.196 -0.249
C -1.577 -0.566 -1.153
H -0.786 0.146 0.880
C 1.894 1.709 -1.470
H -0.915 -0.958 1.051
H 0.150 0.303 -0.719
H 0.492 0.383 0.536
H 0.548 -0.250 0.396
H -0.006 1.990 -0.438
C -1.277 -0.527 -0.493

***

[4]
The following is a quantum chemistry calculation of the ion C7H18BrNO2P with charge +1, from the OMol25 dataset.

Output
**SMILES**: CC[C@H](C)[N@+](C)(COC)P(O)Br
**Total charge**: +1
**Gap between HOMO and LUMO**: 10.5 eV
**Energy relative to the best compared isomer or geometry (same formula, charge and spin)**: 2.1 kcal per mole

Positions of all 30 atoms, in Å:
H1 -0.662 1.984 0.635
H2 -0.107 -1.946 -1.343
H3 -2.862 -0.825 0.407
H4 0.945 4.237 1.093
H5 -2.227 0.717 -0.173
C1 -0.709 -2.050 -0.450
H6 0.242 1.087 1.889
Br1 1.731 -0.543 -2.819
H7 1.767 -1.385 -0.050
N1 0.387 0.225 -0.007
C2 -2.079 -0.088 0.536
O1 -1.026 0.312 -2.202
H8 0.334 3.644 -0.485
C3 -0.219 -3.301 0.300
H9 1.797 -0.399 1.426
H10 -1.474 0.968 -2.744
H11 2.058 3.930 -0.247
H12 -0.409 -1.063 1.406
H13 -0.512 -3.289 1.347
H14 2.523 0.218 -0.068
C4 0.264 1.465 0.866
H15 -1.722 -2.232 -0.796
H16 0.861 -3.415 0.227
O2 1.372 2.254 0.679
H17 -0.645 -4.187 -0.165
C5 -0.706 -0.767 0.399
C6 1.719 -0.380 0.342
H18 -2.197 0.341 1.530
P1 0.408 0.889 -1.769
C7 1.147 3.597 0.239

Atomic forces in eV per Å
H -0.103 -0.017 -0.087
H 0.014 0.133 -0.216
H -0.076 -0.059 -0.064
H -0.117 0.071 0.047
H -0.172 -0.099 -0.210
C 0.124 -0.306 0.155
H -0.158 -0.049 0.080
Br -0.031 0.130 0.107
H -0.013 -0.078 -0.082
N 0.268 -0.285 0.121
C 0.300 0.168 0.289
O -0.067 0.001 0.072
H -0.103 0.008 0.016
C -0.077 0.172 -0.347
H 0.002 -0.013 0.042
H -0.358 0.059 -0.249
H 0.076 -0.034 0.022
H 0.186 0.085 0.056
H -0.026 -0.059 0.100
H 0.052 0.087 0.013
C 0.174 0.261 0.129
H -0.095 0.131 -0.048
H 0.094 0.054 0.196
O 0.153 -0.101 -0.212
H -0.038 -0.072 0.053
C -0.406 -0.137 0.036
C -0.041 -0.043 0.025
H -0.033 -0.012 0.028
P 0.380 -0.077 -0.081
C 0.091 0.080 0.009

***

[5]
The following is a quantum chemistry calculation of a structure of composition C7H18CeFI2OP2 in a non-equilibrium geometry, from the OMol25 dataset.

Output
**Spin multiplicity**: 2
**<S²>**: 0.769
**Total charge**: +2
**Gap between HOMO and LUMO (alpha / beta)**: 5.5 / 3.9 eV
**Energy relative to the best compared isomer or geometry (same formula, charge and spin)**: 0.0 kcal per mole

Positions of all 32 atoms, in Å:
P1 -0.003 -1.339 2.356
C1 1.680 -1.734 2.965
Ce1 0.126 0.595 0.270
H1 -1.113 -3.326 3.242
F1 1.619 1.906 -0.154
H2 1.008 2.067 -4.487
C2 -1.479 0.200 -3.628
H3 -1.827 -0.093 3.311
H4 -2.146 2.519 -1.476
H5 1.777 2.364 -2.919
I1 -0.438 2.875 2.484
C3 2.394 -0.548 0.049
H6 -0.655 3.524 -1.625
C4 1.134 1.639 -3.473
O1 3.541 -0.449 -0.034
C5 -0.908 -2.919 2.244
P2 -0.428 1.183 -2.538
H7 1.734 0.721 -3.633
H8 2.208 -2.376 2.234
H9 -1.715 3.263 -3.048
H10 -0.884 -0.676 -3.928
H11 -0.321 -3.635 1.643
H12 -1.860 0.755 -4.477
H13 -1.033 -1.084 4.581
H14 -2.287 -0.138 -2.958
H15 2.257 -0.799 3.094
H16 -0.247 0.429 4.006
H17 1.641 -2.250 3.929
H18 -1.865 -2.703 1.728
I2 0.249 -2.307 -1.323
C6 -0.856 -0.449 3.714
C7 -1.302 2.787 -2.149

Atomic forces in eV per Å
P 0.190 -0.822 1.461
C 0.289 0.235 -0.367
Ce 0.120 3.107 0.636
H 0.132 0.110 -0.225
F -0.940 -1.070 0.008
H -0.594 -0.198 0.575
C 0.086 -0.457 0.971
H 0.478 -0.083 0.426
H 0.280 0.371 -0.378
H -0.685 -0.611 -0.095
I 0.178 -1.423 -1.554
C 5.640 0.936 0.150
H -0.216 -0.600 -0.316
C 0.534 -0.143 0.125
O -4.455 -0.896 0.167
C -0.169 0.153 -0.722
P 1.121 1.646 -1.009
H -0.308 0.349 0.223
H -0.251 0.247 0.374
H 0.153 -0.253 0.129
H -0.331 0.259 -0.156
H -0.337 0.183 0.297
H -0.035 0.044 -0.146
H 0.062 -0.247 -0.079
H -0.045 -0.041 -0.620
H -0.240 -0.413 -0.009
H -0.467 -0.534 -0.130
H -0.097 0.057 -0.122
H 0.404 -0.349 0.308
I -0.430 0.266 -0.042
C 0.009 0.676 -0.432
C -0.075 -0.498 0.554

***

[6]
The following is a quantum chemistry calculation of a cluster of 2 separate species, C7H18FN2O4P in total in a non-equilibrium geometry, from the OMol25 dataset.

Output
**Total charge**: 0
**Gap between HOMO and LUMO**: 5.3 eV
**Energy relative to the best compared isomer or geometry (same formula, charge and spin)**: 112.4 kcal per mole

Positions of all 33 atoms, in Å:
H1 2.845 -0.951 1.260
C1 2.236 0.539 -0.827
C2 2.950 2.369 0.692
H2 3.906 2.372 0.174
O1 -5.614 -0.691 -1.169
C3 -5.029 -1.279 -0.239
C4 -3.756 -2.046 -0.720
H3 -1.954 -0.074 -0.398
F1 -4.260 -3.838 0.720
C5 3.291 0.039 1.297
O2 -5.368 -1.263 0.949
N1 -3.735 -3.481 -0.511
O3 -2.093 -1.548 1.505
H4 1.701 2.409 -1.821
H5 1.843 -0.475 -0.769
H6 -1.161 -2.184 -0.541
H7 1.356 0.939 -2.728
H8 0.443 1.803 1.046
H9 4.248 0.045 0.781
H10 -4.200 -3.976 -1.258
H11 3.245 0.516 -1.239
O4 0.034 1.355 -1.214
H12 3.083 2.626 1.740
H13 1.262 1.051 2.414
H14 -0.374 2.218 -1.329
N2 2.369 1.000 0.615
H15 2.265 3.072 0.229
H16 3.414 0.355 2.329
C6 1.347 1.379 -1.727
P1 -2.209 -1.400 0.035
C7 1.048 0.963 1.351
H17 -3.682 -1.860 -1.791
H18 0.550 0.019 1.145

Atomic forces in eV per Å
H 0.011 -0.008 0.026
C -0.075 0.071 -0.038
C -0.057 -0.099 -0.034
H 0.014 0.044 0.019
O 0.233 0.067 -1.068
C -1.400 1.121 0.360
C 0.385 0.267 0.518
H -0.238 -0.169 -0.347
F -0.441 -0.205 -0.155
C -0.031 0.068 -0.101
O 0.916 -0.616 0.242
N 1.671 0.103 -0.599
O 0.457 0.432 0.325
H 0.205 -0.061 -0.012
H -0.007 -0.009 -0.046
H -0.193 0.338 -0.558
H 0.237 -0.086 0.029
H -0.105 -0.101 -0.128
H 0.017 -0.026 0.023
H -0.788 -0.098 0.445
H 0.028 -0.071 0.036
O -0.038 0.115 0.005
H 0.019 0.017 -0.003
H 0.072 -0.085 -0.014
H -0.215 -0.071 -0.154
N -0.216 -0.119 -0.055
H 0.006 0.022 0.004
H 0.020 -0.025 0.007
C -0.219 0.204 0.227
P -0.320 -0.904 0.895
C 0.208 0.055 0.242
H -0.033 -0.211 -0.103
H -0.123 0.042 0.010

***

[7]
The following is a quantum chemistry calculation of a structure of composition C7H18KO6 in a non-equilibrium geometry, from the OMol25 dataset.

Output
**Total charge**: -1
**Gap between HOMO and LUMO**: 2.2 eV
**Energy relative to the best compared isomer or geometry (same formula, charge and spin)**: 28.3 kcal per mole

Positions of all 32 atoms, in Å:
H1 -10.425 2.291 -14.414
C1 -7.534 5.460 -14.639
O1 -9.855 1.601 -14.068
H2 -7.602 4.445 -16.555
H3 -5.458 3.417 -16.000
O2 -6.094 -1.436 -15.325
H4 -7.435 -0.131 -8.526
H5 -5.647 -0.514 -8.579
H6 -7.669 6.511 -14.896
H7 -8.705 -0.430 -13.036
C2 -6.460 0.108 -8.952
H8 -6.232 5.420 -16.333
H9 -8.832 -0.864 -14.784
H10 -5.085 0.240 -11.813
H11 -7.167 1.147 -10.733
H12 -9.888 -1.606 -13.631
C3 -9.376 -0.671 -13.860
H13 -6.866 5.493 -13.778
H14 -7.005 -0.514 -10.950
O3 -4.944 -0.054 -14.015
C4 -6.871 4.720 -15.795
C5 -5.128 -0.713 -15.078
K1 -7.094 1.790 -13.420
H15 -10.993 0.108 -15.056
O4 -5.215 0.558 -10.917
H16 -6.153 1.003 -8.411
H17 -11.185 0.348 -13.254
C6 -6.517 0.320 -10.445
O5 -6.157 3.592 -15.366
C7 -10.512 0.362 -14.111
H18 -8.474 5.021 -14.307
O6 -4.304 -0.612 -15.940

Atomic forces in eV per Å
H -0.054 0.079 -0.014
C 0.440 -0.025 0.181
O 0.293 1.498 -0.632
H -0.390 -0.216 0.046
H 0.137 -0.488 0.062
O -5.047 -2.347 1.009
H 0.053 -0.445 -0.039
H -0.366 -0.918 -0.669
H -0.377 -0.072 -0.173
H -0.130 0.093 -0.091
C 0.064 0.971 0.934
H 0.414 0.107 0.180
H 0.528 0.190 0.221
H 0.094 -0.551 -1.287
H -0.315 0.646 0.485
H 0.209 -0.237 0.222
C -1.521 -0.319 -0.797
H 0.157 -0.206 0.033
H 0.311 -0.549 0.006
O -1.074 2.596 4.968
C -0.358 0.745 -0.494
C -0.527 -0.247 -0.070
K 0.909 -0.826 -0.625
H -0.163 0.374 -0.019
O -0.041 0.451 0.738
H -0.247 0.722 -0.359
H -0.567 -0.248 -0.225
C 0.493 -0.494 -0.422
O -0.055 0.015 0.441
C 1.633 -1.465 1.397
H -0.061 0.013 -0.134
O 5.559 1.152 -4.871

***

[8]
The following is a quantum chemistry calculation of a cluster of 2 separate species, C7H18N2 in total in a non-equilibrium geometry, from the OMol25 dataset.

Output
**Total charge**: 0
**Gap between HOMO and LUMO (alpha / beta)**: 7.6 / 7.8 eV
**Energy relative to the best compared isomer or geometry (same formula, charge and spin)**: 121.8 kcal per mole

Positions of all 27 atoms, in Å:
C1 -2.740 1.325 -1.800
H1 -0.920 0.778 -0.266
C2 1.848 1.119 0.084
H2 0.155 -1.893 2.347
H3 -3.631 1.901 -2.084
H4 -2.006 1.459 -2.598
C3 0.537 -1.066 0.352
H5 -0.445 -2.932 0.925
H6 1.011 1.789 0.279
H7 -1.015 0.287 1.489
N1 0.684 -1.395 -1.050
H8 1.475 0.056 1.915
H9 -2.872 1.626 0.375
H10 -1.754 2.736 -0.426
C4 1.691 -0.185 0.862
H11 2.766 1.624 0.389
C5 -0.943 -0.213 0.533
N2 2.913 -0.988 0.717
H12 -3.023 0.269 -1.802
C6 0.026 -2.024 1.280
H13 -1.768 -0.787 0.137
H14 0.089 -2.177 -1.297
H15 2.841 -1.830 1.277
H16 3.727 -0.463 1.014
H17 1.648 -1.681 -1.200
H18 1.902 0.920 -0.984
C7 -2.198 1.745 -0.466

Atomic forces in eV per Å
C -0.012 -0.012 -0.154
H -1.026 -0.213 0.687
C 0.018 -0.221 0.103
H -0.047 0.026 -0.081
H 0.050 -0.069 0.050
H -0.005 0.015 0.073
C -1.961 1.898 0.033
H -0.110 0.075 0.047
H 0.004 0.018 -0.022
H -0.305 -0.389 0.216
N 0.153 -0.139 0.232
H -0.041 -0.051 -0.090
H 0.019 -0.315 0.115
H 0.184 0.017 -0.134
C -0.054 -0.148 -0.240
H -0.010 0.027 0.020
C 2.586 0.148 -1.346
N -0.125 0.085 -0.021
H -0.039 0.013 0.016
C 0.436 -1.013 0.409
H -0.156 -0.119 0.371
H 0.011 0.032 0.013
H 0.096 0.060 0.023
H -0.034 -0.079 0.028
H -0.001 -0.012 -0.018
H -0.016 0.006 -0.015
C 0.386 0.359 -0.314